{
  "formula": "C21H32N2O5",
  "method": "the ωB97M-V functional and the def2-TZVPD basis",
  "symbols": ["C", "O", "C", "C", "C", "C", "O", "N", "C", "C", "C", "O", "C", "C", "C", "C", "C", "C", "O", "C", "C", "C", "N", "C", "C", "O", "C", "C", "H", "H", "H", "H", "H", "H", "H", "H", "H", "H", "H", "H", "H", "H", "H", "H", "H", "H", "H", "H", "H", "H", "H", "H", "H", "H", "H", "H", "H", "H", "H", "H"],
  "coordinates": [[3.008, -1.547, 1.103], [2.379, -0.749, 0.132], [1.053, -0.944, -0.112], [0.238, -1.818, 0.584], [-1.113, -1.944, 0.256], [-2.039, -2.861, 0.981], [-3.237, -2.649, 1.049], [-1.466, -3.981, 1.484], [-2.173, -4.860, 2.380], [-1.780, -4.628, 3.843], [-2.031, -3.186, 4.279], [-0.979, -2.370, 3.810], [-1.057, -1.015, 4.226], [0.321, -0.396, 4.004], [-2.125, -0.227, 3.466], [-1.637, -1.165, -0.762], [-0.830, -0.291, -1.472], [0.517, -0.172, -1.171], [1.415, 0.625, -1.804], [1.013, 1.431, -2.895], [0.340, 2.728, -2.427], [0.052, 3.626, -3.633], [1.271, 3.909, -4.350], [1.900, 5.108, -4.448], [1.191, 6.305, -3.847], [2.970, 5.219, -5.013], [1.933, 2.717, -4.840], [2.277, 1.781, -3.683], [2.599, -1.372, 2.103], [4.056, -1.251, 1.089], [2.931, -2.612, 0.859], [0.639, -2.370, 1.419], [-0.461, -4.043, 1.497], [-3.237, -4.653, 2.242], [-1.970, -5.899, 2.102], [-0.720, -4.851, 3.983], [-2.362, -5.299, 4.474], [-2.996, -2.847, 3.881], [-2.071, -3.128, 5.380], [-1.292, -0.996, 5.305], [0.362, 0.592, 4.453], [0.515, -0.307, 2.938], [1.086, -1.023, 4.456], [-3.119, -0.618, 3.661], [-1.938, -0.288, 2.397], [-2.097, 0.815, 3.775], [-2.686, -1.253, -0.995], [-1.271, 0.291, -2.266], [0.329, 0.870, -3.549], [-0.586, 2.511, -1.893], [1.019, 3.236, -1.739], [-0.426, 4.547, -3.306], [-0.636, 3.107, -4.313], [1.064, 6.183, -2.774], [1.807, 7.181, -4.032], [0.219, 6.454, -4.313], [2.837, 3.035, -5.360], [1.268, 2.209, -5.549], [2.739, 0.869, -4.061], [2.984, 2.266, -3.009]],
  "nbo_charge": [-0.251, -0.483, 0.245, -0.280, -0.157, 0.680, -0.639, -0.605, -0.224, -0.422, -0.066, -0.564, 0.111, -0.620, -0.640, -0.165, -0.317, 0.352, -0.496, 0.099, -0.440, -0.210, -0.446, 0.688, -0.714, -0.630, -0.230, -0.409, 0.177, 0.203, 0.173, 0.223, 0.390, 0.232, 0.195, 0.203, 0.214, 0.181, 0.167, 0.158, 0.212, 0.208, 0.212, 0.215, 0.220, 0.210, 0.236, 0.217, 0.171, 0.219, 0.214, 0.220, 0.189, 0.223, 0.245, 0.225, 0.257, 0.185, 0.221, 0.215],
  "homo_energy_ev": -8.212,
  "smiles": "COc1cc(C(=O)NCCCOC(C)C)ccc1OC1CCN(C(C)=O)CC1",
  "e_lumo_ev": 0.68
}

{
  "formula": "C21H32N4O3",
  "method": "the ωB97M-V functional and the def2-TZVPD basis",
  "symbols": ["C", "C", "C", "C", "C", "C", "C", "C", "C", "O", "N", "C", "C", "C", "C", "C", "C", "O", "N", "C", "C", "N", "C", "C", "N", "O", "C", "C", "H", "H", "H", "H", "H", "H", "H", "H", "H", "H", "H", "H", "H", "H", "H", "H", "H", "H", "H", "H", "H", "H", "H", "H", "H", "H", "H", "H", "H", "H", "H", "H"],
  "coordinates": [[-7.173, 1.568, -2.821], [-5.673, 1.830, -2.808], [-4.898, 0.769, -2.036], [-3.397, 1.019, -2.013], [-2.634, -0.054, -1.233], [-1.147, 0.170, -1.191], [-0.567, 1.245, -0.674], [0.913, 1.463, -0.677], [1.422, 1.987, 0.661], [0.658, 2.429, 1.501], [2.772, 1.983, 0.845], [3.299, 2.552, 2.088], [4.598, 1.886, 2.508], [4.447, 0.398, 2.678], [5.470, -0.561, 2.199], [4.125, -0.521, 1.489], [3.223, -1.636, 1.952], [3.410, -2.205, 3.016], [2.162, -1.991, 1.177], [1.290, -3.053, 1.637], [0.049, -3.110, 0.817], [-1.168, -3.260, 1.206], [-1.856, -3.308, 0.011], [-3.331, -3.464, -0.066], [-1.104, -3.200, -1.040], [0.184, -3.068, -0.511], [4.049, -0.020, 0.053], [3.722, 1.477, -0.125], [-7.713, 2.335, -3.377], [-7.396, 0.603, -3.282], [-7.574, 1.547, -1.805], [-5.295, 1.873, -3.834], [-5.472, 2.811, -2.368], [-5.274, 0.724, -1.007], [-5.097, -0.215, -2.476], [-3.014, 1.060, -3.038], [-3.194, 1.999, -1.571], [-3.033, -0.087, -0.213], [-2.842, -1.031, -1.675], [-0.521, -0.598, -1.638], [-1.159, 2.025, -0.208], [1.425, 0.540, -0.960], [1.192, 2.205, -1.435], [3.438, 3.633, 1.979], [2.530, 2.407, 2.844], [5.406, 2.109, 1.809], [4.910, 2.319, 3.461], [3.910, 0.083, 3.564], [6.288, -0.142, 1.626], [5.673, -1.439, 2.794], [1.982, -1.576, 0.282], [1.791, -4.024, 1.577], [1.021, -2.888, 2.677], [-3.641, -3.538, -1.106], [-3.639, -4.352, 0.482], [-3.811, -2.597, 0.387], [4.981, -0.235, -0.474], [3.292, -0.585, -0.490], [3.361, 1.648, -1.138], [4.632, 2.066, -0.031]],
  "nbo_charge": [-0.601, -0.389, -0.390, -0.381, -0.431, -0.177, -0.170, -0.534, 0.694, -0.628, -0.446, -0.211, -0.420, -0.191, -0.384, -0.165, 0.696, -0.646, -0.614, -0.275, 0.531, -0.485, 0.328, -0.654, -0.160, -0.310, -0.403, -0.213, 0.209, 0.200, 0.201, 0.193, 0.194, 0.192, 0.190, 0.196, 0.197, 0.206, 0.206, 0.194, 0.215, 0.207, 0.232, 0.194, 0.237, 0.197, 0.233, 0.244, 0.207, 0.248, 0.406, 0.226, 0.253, 0.236, 0.239, 0.240, 0.222, 0.196, 0.215, 0.204],
  "homo_energy_ev": -9.170,
  "smiles": "CCCCC/C=C/CC(=O)N1CC[C@@H]2C[C@]2(C(=O)NCc2nc(C)no2)CC1",
  "e_lumo_ev": 0.65
}

{
  "formula": "C21H32N4O3",
  "method": "the ωB97M-V functional and the def2-TZVPD basis",
  "symbols": ["C", "C", "O", "C", "O", "N", "C", "C", "N", "C", "C", "C", "C", "N", "C", "O", "C", "C", "C", "C", "C", "C", "N", "C", "C", "C", "C", "C", "H", "H", "H", "H", "H", "H", "H", "H", "H", "H", "H", "H", "H", "H", "H", "H", "H", "H", "H", "H", "H", "H", "H", "H", "H", "H", "H", "H", "H", "H", "H", "H"],
  "coordinates": [[-3.512, -4.144, 0.152], [-2.403, -3.102, 0.145], [-2.845, -1.857, 0.678], [-3.517, -1.052, -0.180], [-3.715, -1.326, -1.343], [-3.946, 0.084, 0.410], [-3.587, 0.497, 1.750], [-2.805, 1.839, 1.686], [-2.376, 2.159, 0.341], [-1.266, 1.315, -0.103], [-1.193, 1.042, -1.606], [0.032, 0.177, -1.904], [1.308, 0.839, -1.380], [1.166, 1.129, 0.027], [1.654, 0.355, 1.028], [1.276, 0.478, 2.184], [2.676, -0.667, 0.639], [2.309, -1.992, 0.818], [3.153, -3.025, 0.451], [4.388, -2.718, -0.093], [4.781, -1.403, -0.247], [3.946, -0.345, 0.125], [4.307, 0.981, -0.073], [4.137, 1.944, 0.993], [5.439, 1.282, -0.916], [0.050, 2.002, 0.313], [-3.537, 2.319, -0.509], [-4.530, 1.129, -0.402], [-4.316, -3.827, -0.507], [-3.905, -4.268, 1.158], [-3.121, -5.095, -0.199], [-2.042, -2.945, -0.878], [-1.575, -3.403, 0.790], [-2.985, -0.287, 2.205], [-4.504, 0.618, 2.339], [-3.442, 2.660, 2.026], [-1.934, 1.794, 2.339], [-1.289, 0.342, 0.410], [-2.086, 0.516, -1.949], [-1.110, 1.986, -2.150], [0.119, 0.012, -2.979], [-0.084, -0.796, -1.421], [2.167, 0.189, -1.541], [1.480, 1.785, -1.906], [1.336, -2.204, 1.237], [2.850, -4.052, 0.584], [5.062, -3.510, -0.388], [5.763, -1.200, -0.646], [3.744, 2.880, 0.588], [3.452, 1.574, 1.748], [5.098, 2.154, 1.480], [6.405, 1.111, -0.421], [5.381, 2.336, -1.192], [5.393, 0.687, -1.826], [0.053, 2.210, 1.383], [0.169, 2.939, -0.236], [-4.037, 3.238, -0.183], [-3.218, 2.467, -1.538], [-4.751, 0.701, -1.380], [-5.466, 1.445, 0.069]],
  "nbo_charge": [-0.635, -0.067, -0.531, 0.901, -0.676, -0.447, -0.246, -0.233, -0.450, -0.039, -0.433, -0.393, -0.215, -0.441, 0.683, -0.639, -0.202, -0.156, -0.251, -0.181, -0.297, 0.272, -0.458, -0.406, -0.406, -0.221, -0.226, -0.251, 0.225, 0.209, 0.214, 0.198, 0.186, 0.238, 0.192, 0.195, 0.217, 0.182, 0.234, 0.197, 0.214, 0.202, 0.228, 0.191, 0.219, 0.214, 0.213, 0.215, 0.195, 0.228, 0.181, 0.175, 0.205, 0.207, 0.239, 0.194, 0.195, 0.210, 0.246, 0.189],
  "homo_energy_ev": -7.896,
  "smiles": "CCOC(=O)N1CCN([C@H]2CCCN(C(=O)c3ccccc3N(C)C)C2)CC1",
  "e_lumo_ev": 0.76
}

{
  "formula": "C21H32O7P2",
  "method": "the ωB97M-V functional and the def2-TZVPD basis",
  "symbols": ["C", "C", "C", "C", "C", "C", "C", "C", "C", "P", "P", "O", "O", "O", "H", "H", "H", "H", "H", "H", "H", "H", "H", "H", "H", "H", "H", "H", "H", "H", "H", "H", "H", "H", "H", "H", "H", "H", "O", "C", "C", "C", "C", "O", "C", "C", "H", "H", "H", "H", "O", "C", "C", "C", "C", "O", "C", "C", "H", "H", "H", "H"],
  "coordinates": [[4.634, -0.605, 0.432], [5.293, 0.629, -0.158], [4.447, 1.290, -1.226], [5.092, 2.537, -1.823], [5.352, 3.722, -0.893], [4.146, 4.220, -0.085], [3.881, 3.489, 1.218], [2.919, 4.226, 2.156], [1.490, 4.446, 1.608], [0.763, 3.014, 0.629], [0.126, 1.218, -0.662], [0.854, 1.266, -1.939], [0.457, -0.183, 0.125], [-1.467, 1.224, -0.913], [5.306, -1.152, 1.081], [4.302, -1.272, -0.356], [3.776, -0.333, 1.045], [6.224, 0.323, -0.629], [5.566, 1.302, 0.646], [4.349, 0.563, -2.027], [3.434, 1.508, -0.899], [4.479, 2.849, -2.662], [6.052, 2.229, -2.231], [5.640, 4.543, -1.543], [6.203, 3.558, -0.239], [4.324, 5.263, 0.168], [3.296, 4.218, -0.762], [4.839, 3.379, 1.716], [3.521, 2.481, 1.070], [2.871, 3.677, 3.091], [3.368, 5.191, 2.364], [1.460, 5.378, 1.051], [0.832, 4.584, 2.461], [1.417, 2.054, 1.451], [1.221, 3.516, -0.614], [-0.578, 3.298, 0.971], [1.348, -0.082, 0.512], [-1.679, 0.538, -1.573], [-0.757, -4.928, 2.340], [-1.349, -4.449, 1.395], [-2.455, -5.180, 0.728], [-3.101, -4.654, -0.309], [-2.745, -3.314, -0.835], [-3.341, -2.828, -1.775], [-1.640, -2.584, -0.170], [-0.992, -3.109, 0.865], [-2.702, -6.153, 1.131], [-3.912, -5.167, -0.808], [-1.393, -1.613, -0.569], [-0.184, -2.590, 1.363], [-6.181, -5.407, -0.032], [-6.978, -4.516, -0.244], [-7.608, -3.770, 0.872], [-8.480, -2.793, 0.641], [-8.857, -2.407, -0.743], [-9.650, -1.516, -0.952], [-8.223, -3.153, -1.858], [-7.351, -4.131, -1.627], [-7.319, -4.067, 1.872], [-8.954, -2.236, 1.439], [-8.509, -2.855, -2.859], [-6.874, -4.685, -2.425]],
  "nbo_charge": [-0.594, -0.402, -0.397, -0.390, -0.392, -0.407, -0.407, -0.394, -0.774, 0.559, 1.884, -1.125, -1.003, -0.989, 0.211, 0.207, 0.176, 0.197, 0.193, 0.211, 0.193, 0.207, 0.198, 0.208, 0.194, 0.201, 0.196, 0.209, 0.189, 0.204, 0.208, 0.222, 0.219, -0.043, 0.011, 0.023, 0.500, 0.504, -0.494, 0.488, -0.237, -0.223, 0.476, -0.505, -0.218, -0.233, 0.234, 0.245, 0.225, 0.235, -0.507, 0.481, -0.224, -0.228, 0.476, -0.482, -0.228, -0.220, 0.232, 0.234, 0.235, 0.234],
  "homo_energy_ev": -8.553,
  "smiles": "CCCCCCCCC[PH3]P(=O)(O)O.O=C1C=CC(=O)C=C1.O=C1C=CC(=O)C=C1",
  "e_lumo_ev": -1.56
}

{
  "formula": "C21H33Cl2N4O3Sn",
  "method": "the ωB97M-V functional and the def2-TZVPD basis",
  "symbols": ["O", "C", "C", "C", "H", "C", "H", "C", "H", "C", "H", "C", "H", "H", "C", "C", "H", "H", "H", "C", "C", "H", "H", "H", "H", "Sn", "Cl", "Cl", "C", "O", "N", "C", "C", "H", "H", "H", "H", "H", "H", "H", "H", "H", "C", "C", "N", "H", "C", "O", "H", "H", "H", "H", "C", "N", "C", "C", "N", "C", "H", "H", "H", "H", "H", "H"],
  "coordinates": [[3.264, 1.809, -0.727], [2.376, 2.031, -1.499], [1.495, 3.210, -1.701], [0.820, 3.852, -0.633], [0.469, 3.273, 0.222], [0.612, 5.225, -0.773], [0.239, 5.786, 0.080], [0.941, 5.884, -1.973], [0.885, 6.954, -2.019], [1.324, 5.132, -3.101], [1.553, 5.626, -4.033], [1.497, 3.765, -2.984], [1.714, 3.122, -3.857], [2.058, 1.231, -2.278], [-0.178, -0.664, -3.062], [-0.915, 0.175, -2.095], [-0.433, -0.468, -4.114], [-0.346, -1.709, -2.825], [0.889, -0.421, -3.007], [-1.559, 1.338, -2.350], [-2.562, 1.351, -3.465], [-1.460, 2.242, -1.746], [-2.311, 2.091, -4.243], [-3.565, 1.567, -3.064], [-2.547, 0.341, -3.907], [-1.137, -0.472, -0.074], [-1.763, 1.634, 0.957], [-3.164, -1.494, -1.100], [-2.936, -1.158, 2.013], [-1.729, -1.483, 1.689], [-3.739, -2.002, 2.594], [-3.212, -3.311, 2.994], [-5.161, -1.714, 2.792], [-3.300, -0.155, 1.708], [-2.153, -3.323, 2.716], [-3.747, -4.100, 2.464], [-3.329, -3.424, 4.073], [-5.362, -0.715, 2.405], [-5.416, -1.753, 3.851], [-5.792, -2.433, 2.265], [1.448, -5.136, -0.491], [3.949, -4.122, -0.256], [1.398, -4.385, -1.295], [3.623, -3.322, -0.945], [2.168, -3.195, -0.923], [0.356, -4.106, -1.477], [1.549, -2.105, -0.518], [0.271, -2.107, -0.401], [4.077, -2.370, -0.640], [2.171, -1.224, -0.306], [1.831, -4.823, -2.204], [3.972, -3.587, -1.959], [2.537, 1.428, 4.247], [1.819, 0.540, 3.326], [1.763, -0.841, 3.463], [0.993, -1.299, 2.431], [0.559, -0.221, 1.652], [1.084, 0.868, 2.217], [2.195, 1.266, 5.284], [3.624, 1.235, 4.211], [2.340, 2.473, 3.962], [2.230, -1.380, 4.285], [0.735, -2.324, 2.244], [0.988, 1.898, 1.898]],
  "nbo_charge": [-0.688, 0.296, -0.191, -0.300, 0.202, -0.204, 0.183, -0.357, 0.182, -0.250, 0.184, -0.234, 0.192, 0.024, -0.676, -0.413, 0.197, 0.200, 0.216, -0.195, -0.654, 0.228, 0.197, 0.215, 0.202, 1.680, -0.627, -0.660, 0.429, -0.761, -0.403, -0.426, -0.398, 0.199, 0.249, 0.197, 0.180, 0.223, 0.183, 0.198, 0.196, 0.195, -0.426, -0.409, -0.389, 0.261, 0.549, -0.721, 0.232, 0.201, 0.200, 0.203, -0.400, -0.350, -0.113, -0.080, -0.530, 0.250, 0.201, 0.207, 0.230, 0.210, 0.220, 0.243],
  "homo_energy_ev": [-0.890, -0.254],
  "charge": -1,
  "e_lumo_ev": [2.20, 2.17]
}

{
  "formula": "C21H33Cl3N5O3SSiTc",
  "method": "the ωB97M-V functional and the def2-TZVPD basis",
  "symbols": ["Tc", "C", "C", "N", "C", "C", "C", "S", "N", "C", "O", "C", "C", "C", "C", "C", "C", "H", "H", "H", "H", "H", "H", "H", "H", "H", "H", "H", "H", "H", "H", "H", "Cl", "Si", "Cl", "Cl", "C", "O", "H", "H", "H", "C", "C", "N", "O", "H", "H", "H", "H", "H", "N", "C", "N", "C", "C", "C", "C", "C", "H", "H", "H", "H", "H", "H", "H", "H", "H", "H"],
  "coordinates": [[-0.327, -1.218, -0.387], [0.304, -0.703, -6.193], [1.453, -0.822, -5.206], [1.480, 0.288, -4.249], [2.266, 1.457, -4.678], [3.695, 1.391, -4.173], [0.852, 0.264, -3.083], [-0.181, -1.108, -2.761], [1.044, 1.363, -2.324], [0.582, 1.573, -1.116], [-0.013, 0.771, -0.317], [0.795, 2.943, -0.557], [1.725, 3.803, -1.130], [1.931, 5.064, -0.592], [1.194, 5.479, 0.507], [0.253, 4.628, 1.074], [0.061, 3.360, 0.551], [0.355, -1.508, -6.925], [0.344, 0.243, -6.733], [-0.653, -0.765, -5.678], [2.413, -0.799, -5.723], [1.399, -1.758, -4.653], [1.768, 2.356, -4.323], [2.231, 1.458, -5.768], [3.711, 1.405, -3.084], [4.262, 2.247, -4.538], [4.199, 0.487, -4.515], [2.286, 3.472, -1.993], [2.663, 5.726, -1.034], [1.347, 6.467, 0.917], [-0.335, 4.960, 1.920], [-0.671, 2.691, 0.981], [-4.092, -4.368, -1.151], [-3.790, -4.479, 0.867], [-5.522, -5.026, 1.774], [-2.422, -5.944, 1.245], [-3.328, -2.559, 2.710], [-3.283, -3.041, 1.372], [-3.333, -1.472, 2.663], [-2.444, -2.898, 3.254], [-4.226, -2.897, 3.228], [1.379, -4.376, -1.219], [-0.108, -4.212, -1.210], [-0.856, -5.063, -1.902], [-0.655, -3.303, -0.553], [1.716, -5.182, -1.865], [1.706, -4.569, -0.197], [1.824, -3.437, -1.547], [-0.447, -5.848, -2.376], [-1.863, -4.977, -1.868], [-0.285, -1.062, 1.683], [-0.268, -0.498, 2.698], [-0.215, 0.124, 3.833], [0.517, 1.402, 3.951], [-0.441, 2.498, 4.387], [-1.178, 2.095, 5.661], [-1.926, 0.780, 5.456], [-0.970, -0.318, 5.017], [0.988, 1.616, 2.992], [1.303, 1.253, 4.697], [-1.165, 2.669, 3.584], [0.116, 3.425, 4.524], [-1.867, 2.881, 5.968], [-0.454, 1.975, 6.474], [-2.694, 0.909, 4.688], [-2.430, 0.467, 6.371], [-1.480, -1.247, 4.769], [-0.240, -0.532, 5.804]],
  "mulliken_spin": [3.071, 0.006, -0.001, 0.018, -0.002, 0.002, -0.014, -0.040, 0.017, 0.026, -0.029, -0.010, 0.002, -0.001, 0.003, -0.002, 0.006, 0.000, 0.000, -0.001, 0.001, 0.000, 0.001, 0.000, 0.000, 0.000, 0.000, 0.000, 0.000, 0.000, 0.000, -0.003, 0.000, -0.002, 0.000, 0.000, 0.002, -0.002, 0.000, 0.000, 0.000, 0.007, -0.009, 0.003, -0.039, 0.000, 0.003, -0.003, 0.000, 0.001, -0.034, 0.014, 0.015, -0.001, 0.000, 0.001, 0.001, -0.002, 0.000, 0.000, 0.000, 0.000, 0.000, 0.000, 0.000, -0.001, 0.001, 0.000],
  "homo_energy_ev": [-10.646, -9.765],
  "charge": 1,
  "s_squared": 3.76,
  "spin_multiplicity": 4,
  "e_lumo_ev": [-2.14, -2.68]
}